Molecular formula: C32H52ClF4N3O8
Method: DFT, ωB97M-V with the def2-TZVPD basis set

The geometry in XYZ format:
```
100
Properties=species:S:1:pos:R:3:mulliken_charge:R:1
C 5.71163 4.53923 3.76888 -1.1057
C 5.88137 3.39903 2.64400 0.4298
F 7.12783 3.44700 1.92908 -0.3498
C 4.57780 3.39156 1.72099 -0.1197
C 4.44330 4.02988 0.29774 0.4870
C 5.68084 4.78120 -0.38481 -0.5576
O 5.45679 5.08248 -1.80961 -0.2282
O 5.93388 3.98539 -2.48386 -0.3605
C 3.11421 3.99207 -0.48383 -0.6047
C 1.79814 3.31859 0.09893 0.5450
N 0.62498 3.38989 -0.73358 -0.5820
C -0.44070 2.74379 -0.04016 0.5735
C -1.88326 2.74751 -0.78341 -0.6451
C -2.99416 3.61009 0.00442 -0.4781
C -4.51047 3.13204 -0.35027 -0.6878
C -4.82298 1.61458 0.07638 -0.1119
C -5.35937 1.63348 1.59205 -0.4859
N -5.16795 0.31527 2.30789 -0.6403
C -0.37342 2.03384 1.34480 -0.3311
Cl -1.85990 1.20704 2.05052 -0.1198
N 0.81585 1.98902 2.12115 -0.3441
C 1.92112 2.66572 1.49619 0.1040
C 3.28384 2.71379 2.30283 0.3827
C 3.27839 2.03546 3.77872 -0.8911
C 3.11411 0.43909 3.74072 -0.5693
C 4.23376 -0.24496 2.82035 0.3744
F 5.59588 -0.27016 3.30976 -0.3503
C 3.86974 -0.84768 1.55696 0.1048
F 4.07715 -0.09787 0.36900 -0.1873
F 3.30902 -2.15604 1.60124 -0.2072
H 4.68129 5.06400 3.72859 0.2785
H 6.48974 5.37822 3.64080 0.3771
H 5.80585 4.07350 4.82540 0.2843
H 5.87669 2.39003 3.21227 -0.0126
H 5.85168 5.80531 0.12192 0.2618
H 6.63626 4.12712 -0.37079 0.4246
H 5.44486 3.17588 -2.17491 0.3623
H 3.05125 4.49163 -1.51284 0.3873
H -2.20534 1.65707 -0.98930 0.2995
H -1.76663 3.22664 -1.82784 0.2937
H -2.91846 4.68551 -0.42226 0.3208
H -2.84845 3.64157 1.14107 0.2796
H -4.64880 3.21018 -1.49493 0.2498
H -5.27465 3.86067 0.11640 0.3462
H -3.92702 0.90587 0.03959 0.1881
H -5.61721 1.17882 -0.63753 0.1365
H -6.49447 1.86409 1.53284 0.3055
H -4.82499 2.46123 2.18498 0.2022
H -4.56368 -0.27725 1.71876 0.2710
H -4.71348 0.45507 3.22398 0.2668
H 2.35068 2.48389 4.31024 0.4387
H 4.17645 2.34846 4.41230 0.2011
H 2.04004 0.15595 3.44164 0.3256
H 3.29961 0.05899 4.82186 0.4478
C 5.22243 -4.49411 1.26629 -0.9089
O 5.76238 -5.72684 1.71633 -0.3327
C 5.83223 -5.85038 3.12994 -0.4376
C 5.20658 -7.15087 3.63515 -0.2642
O 3.80963 -7.32362 3.40156 -0.4788
C 3.36753 -7.42669 2.04829 -0.1774
C 3.84887 -8.64392 1.25550 -0.5016
O 5.25955 -8.64836 1.07278 -0.2911
C 5.89520 -9.85465 1.46240 -0.8275
H 6.03505 -3.78968 1.06963 0.3303
H 4.68792 -4.67984 0.33271 0.3288
H 4.51414 -4.06297 1.97749 0.3983
H 5.35792 -5.00167 3.63606 0.2897
H 6.89463 -5.84856 3.39966 0.3895
H 5.32178 -7.16058 4.72451 0.4318
H 5.76022 -8.02160 3.28689 0.0315
H 3.56609 -6.50116 1.51168 -0.0236
H 2.27607 -7.49516 2.10593 0.4360
H 3.39306 -8.61842 0.26190 0.3764
H 3.49831 -9.55710 1.75078 0.3369
H 5.35394 -10.37996 2.25271 0.3953
H 6.88893 -9.60466 1.84247 0.2382
H 6.01137 -10.50602 0.59098 0.2720
C -8.58911 1.74641 -2.29931 -0.8534
O -7.68101 1.20000 -3.24253 -0.2070
C -8.04952 -0.08262 -3.73162 -0.5400
C -8.03409 -0.15252 -5.25891 -0.3061
O -8.95381 0.69206 -5.94894 -0.4680
C -8.77873 2.10394 -5.83300 -0.2415
C -7.49494 2.69135 -6.42352 -0.4932
O -6.32844 2.22555 -5.75535 -0.2550
C -5.33720 1.68886 -6.61616 -0.8678
H -8.25353 1.50471 -1.28728 0.2457
H -8.58732 2.83158 -2.41788 0.2636
H -9.61363 1.39472 -2.45057 0.4127
H -9.03652 -0.38869 -3.36651 0.3811
H -7.31406 -0.79692 -3.34403 0.3385
H -8.31453 -1.17442 -5.53634 0.4337
H -7.02789 -0.02081 -5.65411 0.0625
H -8.92154 2.42163 -4.80212 0.0092
H -9.61478 2.54450 -6.38626 0.4418
H -7.52162 3.77855 -6.30992 0.3767
H -7.46288 2.47739 -7.49828 0.3521
H -5.75793 1.26657 -7.53159 0.4168
H -4.82296 0.88730 -6.07990 0.2389
H -4.60649 2.46495 -6.86284 0.2678
```

The value obtained for the HOMO-LUMO gap is 7.0 eV. Its SMILES is C[C@H](F)c1c(COO)cc2nc(CCCCCN)c(Cl)nc2c1CCC(F)=C(F)F.COCCOCCOC.COCCOCCOC. Its total energy is -78250.6485 eV. For the highest occupied orbital energy, the calculation gives -8.4 eV. As for the largest force on an atom: 6.6 eV Å⁻¹. The calculation puts the LUMO energy at -1.4644 eV.


Molecular formula: C32H52N13O2PS2
Method: DFT, ωB97M-V with the def2-TZVPD basis set

The geometry in XYZ format:
```
102
Properties=species:S:1:pos:R:3:mulliken_charge:R:1
C 0.27074 -1.80983 -1.06717 -0.8519
C -0.47460 -1.63033 -2.46006 -0.6181
C -2.01448 -1.98067 -2.46177 1.2033
C -2.53093 -1.69724 -3.95353 -1.5048
C -2.92194 -1.09326 -1.50312 -0.3403
O -3.36495 -1.82336 -0.30745 -0.0042
C -4.75708 -1.55588 -0.10204 0.3891
O -5.06335 -0.76358 0.74478 -0.4349
S -6.14482 -2.28604 -1.07279 -0.2046
P -2.20386 0.59051 -1.02819 0.1720
S -1.96507 0.83523 0.91041 -0.4384
H 1.14382 -2.51042 -1.22747 0.3327
H -0.35167 -2.25792 -0.25166 0.1908
H 0.74530 -0.82424 -0.78101 0.3164
H 0.01400 -2.36545 -3.17306 0.4959
H -0.23961 -0.61745 -2.89856 -0.1031
H -2.13691 -3.10281 -2.22083 -0.7466
H -3.61177 -1.99658 -3.99508 0.3940
H -2.49013 -0.57613 -4.11443 0.3025
H -1.87581 -2.24726 -4.67664 0.4049
H -3.88281 -0.88378 -2.07162 0.6733
H -6.00576 -3.64708 -1.18529 0.1729
H -0.99238 0.94749 -1.68958 0.1261
H -3.17221 1.58636 -1.41133 0.0778
C -4.43117 -1.28200 3.71450 -0.4210
C -3.61246 -1.77088 4.82005 0.4515
N -2.96721 -2.15597 5.69051 -0.4820
H -5.48903 -1.49895 3.87120 0.3266
H -4.33743 -0.20173 3.59236 0.2021
H -4.14389 -1.74003 2.76829 -0.1028
C 2.28655 -2.52707 2.39287 -0.0817
C 1.89349 -3.50879 1.38672 0.5635
N 1.57892 -4.27128 0.58516 -0.5424
H 2.26288 -2.94968 3.39931 -0.2418
H 3.29863 -2.15729 2.21846 -0.0258
H 1.62181 -1.66037 2.38985 0.2807
C -1.62906 -5.57371 -0.09604 -0.7526
C -2.54535 -5.40792 -1.21643 0.4688
N -3.26878 -5.27011 -2.09882 -0.4828
H -1.66148 -6.58799 0.30522 0.3864
H -0.59673 -5.37293 -0.39017 0.2024
H -1.87157 -4.89293 0.72189 0.2244
C 0.92083 2.35631 -5.15846 -0.7493
C 0.68849 1.91606 -3.78479 0.3654
N 0.50558 1.57134 -2.70306 -0.5113
H 0.19070 3.10459 -5.46590 0.3110
H 1.90587 2.79900 -5.27423 0.0520
H 0.85229 1.52624 -5.86277 0.3764
C 4.33956 3.63825 -7.41672 -0.8267
C 2.88156 3.65504 -7.41633 0.5359
N 1.73193 3.67122 -7.41597 -0.5345
H 4.73952 3.47785 -6.41513 0.3407
H 4.73158 2.84488 -8.05193 0.1641
H 4.74863 4.58010 -7.78190 0.3825
C 5.19217 -1.80288 -0.69544 -0.7751
C 5.12492 -1.09286 0.57895 0.4379
N 5.07118 -0.53406 1.58260 -0.4400
H 4.91918 -2.85359 -0.58210 0.2730
H 4.51428 -1.36719 -1.43130 0.2356
H 6.19759 -1.77032 -1.11802 0.3112
C 6.89722 -0.20923 -8.33956 -0.8056
C 5.93666 0.35312 -7.39401 0.3748
N 5.18095 0.79543 -6.65031 -0.3548
H 6.68154 -1.25741 -8.55185 0.2727
H 6.88219 0.32609 -9.29029 0.2779
H 7.91583 -0.15755 -7.95212 0.2699
C 1.60592 7.67499 -6.16509 -0.8024
C 2.88210 7.08842 -6.55795 0.4214
N 3.88356 6.61812 -6.86748 -0.4136
H 0.82740 6.92469 -6.10558 0.2461
H 1.67025 8.15625 -5.18947 0.2441
H 1.27576 8.43148 -6.88106 0.3319
C -0.10637 -3.17683 5.94044 -0.6100
C 1.17590 -3.78284 5.58232 0.4537
N 2.18438 -4.25997 5.29978 -0.5411
H -0.89782 -3.92369 6.01237 0.3121
H -0.05300 -2.66670 6.90404 0.1073
H -0.42367 -2.44084 5.20072 0.2795
C 2.29648 -3.60221 9.24190 -0.8705
C 1.51849 -2.38361 9.03670 0.4381
N 0.90594 -1.42425 8.87409 -0.4207
H 2.93633 -3.81626 8.38388 0.2847
H 2.94111 -3.52132 10.11851 0.3384
H 1.64987 -4.46844 9.39089 0.2679
C -4.04713 1.58105 6.97019 -0.7101
C -5.02415 1.81515 5.87877 0.2336
N -5.78046 1.98981 5.02804 -0.4985
H -4.09755 0.55873 7.32586 0.3120
H -3.03074 1.76356 6.62463 0.3056
H -4.23833 2.23555 7.79326 0.4285
C -1.31706 0.98407 10.61608 -0.9637
C -2.32723 1.23463 9.59241 0.4191
N -3.12161 1.43262 8.77979 -0.3527
H -1.35122 -0.04871 10.96593 0.2510
H -0.31040 1.16623 10.23656 0.2597
H -1.46087 1.62871 11.48485 0.3238
C -2.29896 7.39029 -3.69938 -0.8234
C -1.01992 6.81026 -4.09907 0.4532
N -0.01311 6.35357 -4.41371 -0.4899
H -3.07907 6.63034 -3.63532 0.2718
H -2.23104 7.87135 -2.72251 0.2814
H -2.63585 8.14476 -4.41217 0.2692
```

The value obtained for the HOMO-LUMO gap is 8.0 eV. Its total energy is -88445.2383 eV. For the highest occupied orbital energy, the calculation gives -7.7 eV. As for the largest force on an atom: 6.9 eV Å⁻¹. The calculation puts the LUMO energy at 0.3511 eV.


Molecular formula: C32H54BaN5O6P2SSi3
Method: DFT, ωB97M-V with the def2-TZVPD basis set

The geometry in XYZ format:
```
104
Properties=species:S:1:pos:R:3:mulliken_charge:R:1
Ba 0.58508 0.36714 0.18564 1.2918
N 0.13701 0.53080 4.10351 -0.1784
C 1.40719 1.30140 3.68878 0.9185
C 2.18126 1.85354 4.87221 -1.8284
P 0.79718 2.64304 2.55901 -0.1210
O -0.24972 3.24288 3.68255 -0.6298
O 1.80181 3.65490 2.21795 -0.6567
O -0.05629 1.94037 1.52452 -0.2093
P 2.35509 0.09321 2.61728 0.7012
O 3.02631 -0.82496 3.78025 -0.6747
O 3.41076 0.69092 1.78315 -0.7644
O 1.22619 -0.74192 2.03805 -1.1829
H -0.69124 1.13699 4.07213 0.4430
H 0.24113 0.09350 5.01541 0.3548
H 0.04007 -0.19946 3.39282 0.1900
H 1.56277 2.53845 5.45300 0.4437
H 3.03449 2.41260 4.48821 0.3784
H 2.54980 1.05003 5.51124 0.4532
H -0.52310 4.13022 3.40324 0.3574
H 3.98369 -0.84730 3.62778 0.3558
C -2.84028 0.46429 2.43578 -0.4210
Si -3.57916 -0.31098 0.85718 -0.3028
C -5.41650 0.15411 0.88728 -1.0016
C -3.60639 -2.15031 1.30555 -1.0704
C -2.71426 0.13077 -0.65795 2.0426
Si -3.00217 1.81372 -1.23334 0.0352
C -1.61118 2.44710 -2.33953 -0.3385
C -3.16090 3.09348 0.15463 -0.7217
C -4.58757 2.05101 -2.24867 -1.0992
Si -2.88771 -1.11663 -1.92970 -1.1873
C -2.36838 -0.74073 -3.67771 -0.2860
C -4.68757 -1.70513 -2.18423 -1.2025
C -2.00096 -2.74005 -1.38181 0.0618
C -2.36194 -3.98291 -1.91709 -0.4279
C -1.80422 -5.15020 -1.43081 -0.6686
C -0.88437 -5.07045 -0.39412 -0.9425
C -0.54849 -3.81297 0.07515 -0.5122
N -1.06715 -2.67388 -0.39696 1.1507
H -3.56182 0.47357 3.26287 0.4745
H -2.50095 1.49059 2.25495 0.1775
H -1.97713 -0.14577 2.74151 -0.3553
H -5.91516 -0.14551 1.81892 0.3783
H -5.93459 -0.33376 0.05348 0.2800
H -5.55417 1.23686 0.76668 0.2917
H -4.23002 -2.32867 2.19046 0.4921
H -2.59334 -2.50858 1.51855 0.0226
H -3.99827 -2.76693 0.48898 0.2278
H -0.68431 2.55586 -1.75633 -0.2940
H -1.84656 3.42265 -2.78199 0.4963
H -1.40065 1.73834 -3.15067 0.1411
H -2.23927 3.10387 0.75409 -0.2477
H -4.00048 2.88803 0.82909 0.2534
H -3.29947 4.09552 -0.26706 0.4241
H -4.53251 1.47830 -3.18305 0.2633
H -4.74828 3.10471 -2.51196 0.3550
H -5.46876 1.69868 -1.69787 0.2590
H -2.99921 0.05818 -4.09152 0.2294
H -2.48725 -1.62745 -4.31373 0.3200
H -1.31814 -0.42248 -3.75091 -0.2291
H -5.32511 -0.82383 -2.32542 0.2996
H -5.07963 -2.25997 -1.32275 0.3581
H -4.79918 -2.33989 -3.07264 0.3781
H -3.09464 -4.02119 -2.71660 0.3423
H -2.08929 -6.11369 -1.83855 0.3910
H -0.43828 -5.95825 0.03747 0.4270
H 0.17176 -3.70779 0.88539 0.4772
N 4.84493 1.61515 -1.02297 0.2051
C 5.00283 2.95277 -0.60723 -0.3382
C 6.26583 3.44849 -0.32868 -0.6006
C 6.43672 4.77526 0.05140 -0.6209
C 5.33416 5.60275 0.18213 -0.7512
C 4.06550 5.10161 -0.08699 -0.6061
C 3.90276 3.79354 -0.50117 1.0460
S 2.31298 3.17921 -0.91829 -0.2472
N 2.51277 1.50974 -0.89186 0.6619
C 3.65552 0.92768 -0.90477 0.0926
C 3.69811 -0.53906 -0.85255 0.6632
C 4.88390 -1.26805 -0.76570 -1.5094
C 4.84947 -2.64857 -0.73596 -0.7855
C 3.62214 -3.29060 -0.81870 -0.7790
C 2.49423 -2.50040 -0.88285 -0.7271
N 2.50904 -1.16543 -0.87940 1.1228
H 5.67294 1.06023 -0.92370 0.1024
H 7.12476 2.78929 -0.41273 0.3690
H 7.43163 5.14714 0.26043 0.3617
H 5.45696 6.62930 0.50298 0.3773
H 3.18912 5.73076 0.02616 0.3916
H 5.84421 -0.77409 -0.69894 0.3997
H 5.76717 -3.21620 -0.65053 0.4111
H 3.54509 -4.36990 -0.83852 0.4851
H 1.51088 -2.94686 -0.95808 0.3825
C 3.18101 1.04955 -4.43974 -1.0030
C 1.64231 1.01085 -4.61551 1.2292
C 1.32644 0.93467 -6.11154 -1.8150
C 0.98421 -0.12758 -3.87606 -1.5640
H 3.64273 1.93222 -4.92100 0.3645
H 3.62214 0.14652 -4.87638 0.3401
H 3.43203 1.07001 -3.37706 0.0967
H 1.24680 1.95783 -4.22119 -0.0991
H 1.72510 0.00101 -6.52815 0.3523
H 1.76787 1.77595 -6.66695 0.4213
H 0.24562 0.94064 -6.26814 0.3606
H 1.29358 -1.13528 -4.18480 0.0671
H 0.87027 0.00611 -2.80704 0.7592
```

The value obtained for the HOMO-LUMO gap is 3.0 eV. Its total energy is -107543.7905 eV. For the highest occupied orbital energy, the calculation gives -1.4 eV. As for the largest force on an atom: 8.0 eV Å⁻¹. The calculation puts the LUMO energy at 1.5526 eV. As for the charge: -1. The calculation puts the relative energy (zero: lowest compared OMol25 entry of this formula, charge and spin) at 430.5 kJ/mol.


Question: HOMO-LUMO gap of number 3 (C32H54BaN5O6P2SSi3)?
Answer: 3.0 eV


Question: Which value of HOMO-LUMO gap does entry 2 give?
Answer: 8.0 eV